C24H31IN11OPS | ωB97M-V/def2-TZVPD

The value obtained for the gap between HOMO and LUMO is 7.82 eV. For the HOMO energy, the calculation gives -8.3 eV. The calculation puts the total energy at -2647.85731 hartree. As for the maximum force: 1.15 eV/A.

Each line ends with the Löwdin charge.
Geometry (Å):
O  -0.318  -0.564  4.533  -0.400
P  -0.194  -2.094  3.903  0.492
I  -2.450  -3.026  4.138  0.376
C  -0.010  -1.729  2.117  -0.411
C  -1.027  -1.332  1.296  -0.110
C  -0.795  -1.037  -0.079  -0.084
C  0.442  -1.138  -0.632  -0.010
C  1.504  -1.547  0.209  -0.352
N  2.797  -1.664  -0.175  -0.208
S  3.594  -2.119  1.126  0.998
N  2.430  -2.215  2.229  -0.241
C  1.305  -1.853  1.583  -0.402
H  0.204  0.009  3.955  0.043
H  -2.028  -1.226  1.698  0.061
H  -1.643  -0.730  -0.676  0.071
H  0.661  -0.918  -1.667  0.112
C  3.386  -5.263  3.580  -0.081
C  2.497  -6.336  4.012  -0.287
N  1.799  -7.181  4.350  0.120
H  2.886  -4.301  3.684  0.047
H  4.288  -5.265  4.189  0.082
H  3.661  -5.408  2.537  0.076
C  -6.864  -4.143  5.090  -0.070
C  -6.423  -3.283  3.998  -0.311
N  -6.076  -2.609  3.138  0.123
H  -6.366  -5.108  5.024  0.083
H  -6.620  -3.681  6.045  0.082
H  -7.941  -4.292  5.031  0.081
C  -2.036  2.899  -0.668  -0.111
C  -2.845  1.781  -0.202  -0.286
N  -3.507  0.920  0.169  0.150
H  -2.598  3.820  -0.556  0.056
H  -1.126  2.964  -0.075  0.083
H  -1.777  2.760  -1.713  0.050
C  -1.311  7.065  -1.788  -0.062
C  -1.315  5.766  -2.450  -0.265
N  -1.323  4.741  -2.964  0.143
H  -1.036  7.841  -2.499  0.083
H  -2.301  7.279  -1.391  0.085
H  -0.594  7.059  -0.969  0.084
C  7.108  1.139  -0.588  -0.078
C  6.215  0.069  -0.166  -0.223
N  5.510  -0.774  0.167  0.059
H  6.597  2.097  -0.508  0.082
H  7.994  1.155  0.043  0.082
H  7.415  0.981  -1.619  0.070
C  -4.570  2.238  3.248  -0.060
C  -3.639  3.142  2.589  -0.270
N  -2.895  3.824  2.043  0.141
H  -4.938  1.511  2.525  0.071
H  -4.063  1.712  4.055  0.085
H  -5.407  2.801  3.657  0.082
C  -3.409  -3.217  -2.218  -0.058
C  -2.434  -2.478  -3.009  -0.270
N  -1.655  -1.883  -3.607  0.146
H  -3.890  -3.974  -2.835  0.082
H  -2.909  -3.702  -1.381  0.086
H  -4.164  -2.534  -1.833  0.088
C  8.459  4.676  -2.799  -0.065
C  9.133  3.451  -2.386  -0.276
N  9.665  2.488  -2.059  0.140
H  9.065  5.199  -3.536  0.084
H  7.493  4.436  -3.239  0.083
H  8.308  5.324  -1.938  0.083
C  -1.625  -0.499  -6.694  -0.092
C  -1.594  -0.580  -8.150  -0.291
N  -1.569  -0.644  -9.295  0.115
H  -0.642  -0.229  -6.315  0.080
H  -2.345  0.254  -6.381  0.081
H  -1.911  -1.459  -6.271  0.053

C24H31N3O3S | ωB97M-V/def2-TZVPD

The value obtained for the gap between HOMO and LUMO is 4.69 eV. For the HOMO energy, the calculation gives -5.3 eV. The calculation puts the total energy at -1721.06646 hartree. For the energy above the lowest of the compared OMol25 structures with the same formula, charge and spin, the calculation gives 7.839 eV. As for the maximum force: 6.79 eV/A.

Each line ends with the Löwdin charge.
Geometry (Å):
C  4.285  -3.025  0.290  -0.020
N  3.261  -2.077  0.699  -0.034
C  2.395  -2.357  1.735  -0.392
O  2.321  -3.376  2.343  0.115
C  1.519  -1.071  1.886  -0.171
C  1.683  -0.451  3.287  -0.090
C  1.217  -1.370  4.392  -0.238
C  2.087  -1.732  5.415  -0.048
C  1.700  -2.675  6.370  -0.076
C  0.406  -3.225  6.317  -0.093
C  -0.480  -2.825  5.319  -0.083
C  -0.090  -1.887  4.355  -0.037
N  1.972  -0.201  0.801  -0.022
C  1.402  1.018  0.564  -0.108
C  1.802  1.984  -0.270  -0.063
C  1.103  3.178  -0.695  -0.323
C  1.671  4.025  -1.788  -0.135
C  1.039  5.270  -2.075  -0.052
C  1.571  6.124  -2.971  -0.062
C  2.737  5.762  -3.676  -0.283
C  3.334  6.700  -4.702  -0.067
C  3.348  4.542  -3.422  -0.061
C  2.836  3.654  -2.505  -0.036
C  3.143  -0.750  0.085  -0.477
C  4.423  0.031  0.370  -0.002
C  2.923  -0.900  -1.420  0.000
H  4.230  -3.926  0.898  0.090
H  4.162  -3.329  -0.755  0.089
H  5.292  -2.608  0.413  0.089
H  0.459  -1.393  1.734  0.157
H  2.750  -0.195  3.433  0.127
H  1.095  0.483  3.278  0.120
H  3.089  -1.289  5.434  0.113
H  2.401  -2.982  7.140  0.098
H  0.106  -3.973  7.056  0.100
H  -1.491  -3.244  5.271  0.104
H  -0.770  -1.567  3.567  0.110
H  0.506  1.152  1.173  0.123
H  2.772  1.936  -0.832  0.080
H  -0.638  2.545  -0.233  0.201
H  0.123  5.536  -1.527  0.095
H  1.097  7.082  -3.139  0.112
H  4.192  6.206  -5.180  0.070
H  2.601  6.953  -5.487  0.080
H  3.692  7.638  -4.244  0.081
H  4.249  4.312  -3.969  0.106
H  3.345  2.732  -2.384  0.081
H  4.723  -0.103  1.417  0.097
H  5.236  -0.358  -0.249  0.081
H  4.267  1.086  0.144  0.073
H  2.181  -1.682  -1.618  0.099
H  2.594  0.053  -1.842  0.073
H  3.854  -1.203  -1.907  0.082
C  -2.660  4.892  -1.207  -0.173
S  -2.060  3.853  0.034  0.694
N  -0.069  3.641  -0.225  -0.100
O  -1.932  4.551  1.304  -0.319
O  -2.420  2.456  -0.111  -0.346
H  -3.744  4.722  -1.203  0.072
H  -2.498  5.952  -0.981  0.082
H  -2.226  4.594  -2.166  0.079
H  0.384  3.814  0.669  0.141

C24H31N3O4S | ωB97M-V/def2-TZVPD

The value obtained for the gap between HOMO and LUMO is 8.28 eV. For the HOMO energy, the calculation gives -7.8 eV. The calculation puts the total energy at -1796.59620 hartree. For the energy above the lowest of the compared OMol25 structures with the same formula, charge and spin, the calculation gives 0.796 eV. As for the structure (SMILES): CCCCCCOc1ccc(NC(=O)C[C@H]2C(=O)N(CC)C(=S)N2Cc2ccco2)cc1. As for the maximum force: 0.86 eV/A.

Each line ends with the Löwdin charge.
Geometry (Å):
C  2.981  -0.451  -6.859  -0.117
C  3.595  0.061  -5.561  -0.268
C  3.045  -0.633  -4.314  -0.222
C  3.464  -2.098  -4.210  -0.208
C  2.934  -2.781  -2.949  -0.175
C  3.560  -2.250  -1.654  -0.194
O  3.086  -0.977  -1.268  -0.068
C  1.826  -0.847  -0.770  -0.273
C  0.970  -1.890  -0.435  -0.011
C  -0.285  -1.632  0.089  0.001
C  -0.710  -0.326  0.286  -0.215
N  -1.957  0.002  0.843  0.156
C  -2.919  -0.837  1.309  -0.464
O  -2.919  -2.038  1.166  0.087
C  -4.018  -0.122  2.098  -0.007
C  -3.466  0.383  3.449  -0.146
C  -2.551  -0.692  4.044  -0.383
O  -2.855  -1.771  4.469  0.141
N  -1.282  -0.176  3.967  -0.007
C  -0.089  -0.906  4.334  -0.203
C  0.317  -0.626  5.776  -0.069
C  -1.289  1.141  3.566  -0.769
S  0.023  2.105  3.424  0.747
N  -2.569  1.503  3.318  -0.077
C  -2.978  2.855  3.008  -0.078
C  -2.901  3.179  1.550  -0.281
C  -1.892  3.705  0.798  -0.046
C  -2.382  3.773  -0.531  -0.050
C  -3.650  3.286  -0.488  -0.106
O  -3.977  2.921  0.764  0.023
C  0.146  0.723  -0.048  -0.024
C  1.393  0.466  -0.568  0.007
H  1.897  -0.367  -6.825  0.073
H  3.241  -1.492  -7.033  0.061
H  3.343  0.132  -7.703  0.066
H  3.394  1.131  -5.477  0.102
H  4.679  -0.069  -5.597  0.105
H  3.403  -0.101  -3.433  0.104
H  1.954  -0.570  -4.318  0.120
H  4.555  -2.165  -4.224  0.116
H  3.086  -2.647  -5.075  0.104
H  1.851  -2.657  -2.901  0.110
H  3.150  -3.851  -3.007  0.115
H  4.635  -2.107  -1.795  0.130
H  3.416  -2.971  -0.840  0.118
H  1.263  -2.919  -0.570  0.108
H  -0.936  -2.451  0.346  0.102
H  -2.096  0.997  0.958  0.110
H  -4.801  -0.854  2.297  0.134
H  -4.437  0.713  1.534  0.113
H  -4.299  0.620  4.121  0.168
H  -0.315  -1.965  4.196  0.129
H  0.706  -0.604  3.647  0.104
H  0.531  0.432  5.908  0.055
H  -0.481  -0.916  6.455  0.078
H  1.209  -1.195  6.020  0.076
H  -4.004  2.988  3.361  0.143
H  -2.307  3.531  3.548  0.114
H  -0.928  4.005  1.154  0.099
H  -1.858  4.136  -1.391  0.106
H  -4.394  3.150  -1.246  0.123
H  -0.169  1.744  0.109  0.088
H  2.062  1.272  -0.822  0.120